{
  "formula": "C5H4NO2S",
  "method": "wB97M-V/def2-TZVPD",
  "homo_ev": [-3.5, -3.5],
  "lumo_energy_ev": [3.18, 3.18],
  "total_energy_ha": -796.213051,
  "charge": -1,
  "elements": ["C", "C", "C", "C", "C", "N", "O", "O", "S", "H", "H", "H", "H"],
  "xyz": [[0.4966, -0.4069, -0.2634], [1.6249, -0.9566, 0.4213], [-0.6310, 0.2687, 0.1306], [-1.3878, 0.4444, 1.3167], [2.1466, -0.6808, 1.6059], [-1.6690, -0.4712, 2.2130], [-2.5136, -0.1934, 3.1336], [3.3110, 0.3133, 3.6596], [2.3499, -0.7280, 3.1945], [0.6106, -0.4662, -1.3436], [2.2772, -1.5402, -0.2385], [-1.1028, 0.7922, -0.7042], [-1.9779, 1.3751, 1.3291]]
}

***

{
  "formula": "C19H22F4N2O2S",
  "method": "wB97M-V/def2-TZVPD",
  "homo_ev": -8.6,
  "lumo_energy_ev": 0.59,
  "total_energy_ha": -1794.937224,
  "charge": 0,
  "elements": ["C", "C", "F", "C", "O", "N", "C", "C", "N", "C", "O", "C", "C", "C", "S", "C", "C", "C", "C", "C", "C", "C", "C", "C", "C", "F", "F", "F", "H", "H", "H", "H", "H", "H", "H", "H", "H", "H", "H", "H", "H", "H", "H", "H", "H", "H", "H", "H", "H", "H"],
  "xyz": [[-0.5896, -0.3699, -4.0607], [0.4540, -0.6819, -3.0166], [1.1197, 0.4977, -2.6808], [-0.1919, -1.3027, -1.7547], [-1.3035, -1.7795, -1.8526], [0.5612, -1.4424, -0.6272], [1.5462, -0.5032, -0.0708], [0.9163, 0.7965, 0.4209], [0.2072, 0.5972, 1.6719], [-0.9597, 1.2440, 2.0214], [-1.2996, 1.3143, 3.1882], [-1.8456, 1.7887, 0.9116], [-2.5550, 0.6181, 0.2184], [-3.3681, 1.0730, -0.9831], [-4.6940, 2.2146, -0.5305], [-3.6840, 3.4220, 0.3623], [-2.8451, 2.7986, 1.4698], [1.0553, 0.1752, 2.7761], [2.0484, -0.8821, 2.3698], [2.7583, -1.5494, 3.3687], [3.6812, -2.5262, 3.0506], [3.9113, -2.8573, 1.7183], [3.2153, -2.1992, 0.7240], [2.2880, -1.2067, 1.0415], [1.5295, -1.6266, -3.5789], [2.0023, -1.1750, -4.7458], [2.5757, -1.7496, -2.7499], [1.0149, -2.8436, -3.7799], [-1.0644, -1.2866, -4.4018], [-1.3561, 0.2639, -3.6201], [-0.1203, 0.1417, -4.8978], [0.0306, -1.9289, 0.0871], [2.2571, -0.2544, -0.8546], [1.7182, 1.5351, 0.5564], [0.2473, 1.1755, -0.3446], [-1.2296, 2.3094, 0.1707], [-1.8302, -0.1290, -0.1061], [-3.2119, 0.1286, 0.9424], [-2.7185, 1.5518, -1.7232], [-3.8455, 0.2213, -1.4670], [-3.0482, 3.9529, -0.3520], [-4.3867, 4.1466, 0.7731], [-3.4885, 2.3063, 2.1993], [-2.3063, 3.5857, 2.0032], [1.5870, 1.0411, 3.1942], [0.4132, -0.2008, 3.5692], [2.5716, -1.2967, 4.4063], [4.2206, -3.0366, 3.8378], [4.6310, -3.6237, 1.4633], [3.3811, -2.4474, -0.3178]]
}

***

{
  "formula": "C26H35N2Zr",
  "method": "wB97M-V/def2-TZVPD",
  "homo_ev": -9.3,
  "lumo_energy_ev": -3.73,
  "total_energy_ha": -1167.990700,
  "charge": 1,
  "elements": ["C", "C", "C", "C", "C", "Zr", "C", "C", "H", "C", "H", "H", "C", "H", "H", "H", "C", "H", "H", "H", "C", "H", "H", "H", "C", "H", "H", "H", "C", "H", "H", "H", "C", "H", "H", "H", "C", "H", "H", "H", "C", "C", "C", "C", "H", "C", "H", "C", "H", "H", "H", "N", "C", "C", "C", "C", "C", "N", "H", "H", "H", "H", "H", "H"],
  "xyz": [[1.1783, -2.5104, 0.8918], [2.1422, -1.7468, 0.1599], [1.7066, -1.6799, -1.2115], [0.4002, -2.2716, -1.2887], [0.0799, -2.7967, 0.0146], [0.1189, -0.3037, 0.0869], [-2.4569, 1.8180, -0.6366], [-2.0968, 0.7738, 0.4473], [-2.3038, 1.1070, 1.4759], [-2.0727, -0.6063, 0.1471], [-2.2588, -0.9639, -0.8692], [-2.4088, -1.3379, 0.8827], [-3.0281, 3.1009, 0.0122], [-2.2687, 3.6032, 0.6282], [-3.3231, 3.8225, -0.7615], [-3.9116, 2.8961, 0.6275], [-3.5157, 1.1938, -1.5857], [-3.0491, 0.4752, -2.2695], [-4.3145, 0.6976, -1.0216], [-3.9547, 1.9726, -2.2068], [3.4568, -1.2947, 0.6992], [3.3580, -0.9025, 1.7241], [4.1835, -2.1241, 0.7318], [3.8869, -0.4932, 0.0825], [2.5766, -1.3397, -2.3732], [2.6511, -0.2579, -2.5252], [3.6054, -1.6985, -2.2315], [2.1829, -1.7926, -3.2901], [-0.3747, -2.4448, -2.5547], [-0.6310, -1.4781, -3.0203], [0.2261, -3.0016, -3.2894], [-1.3097, -2.9925, -2.3825], [-1.0522, -3.7139, 0.3343], [-1.9965, -3.3884, -0.1222], [-0.8474, -4.7340, -0.0321], [-1.2094, -3.7913, 1.4189], [1.4541, -3.1803, 2.1872], [0.8171, -4.0599, 2.3312], [2.5028, -3.5016, 2.2354], [1.2780, -2.4982, 3.0257], [-0.0165, 1.3993, -1.4831], [-1.3071, 2.2160, -1.4427], [0.4795, 1.2933, -2.8490], [-1.2947, 3.3370, -2.2701], [0.8300, 1.3987, -0.7456], [0.3431, 2.3545, -3.7426], [1.1496, 0.4651, -3.0863], [-0.4839, 3.4269, -3.4128], [-1.7967, 4.2506, -1.9523], [0.8703, 2.3353, -4.6964], [-0.4882, 4.3242, -4.0232], [-0.1146, -0.9238, 3.5166], [0.5685, 0.2566, 3.3112], [1.1144, 0.9590, 4.3893], [1.5928, 2.2490, 4.1740], [1.6355, 2.7304, 2.8642], [1.3372, 1.8825, 1.8164], [0.7233, 0.6715, 2.0214], [-0.8297, -1.2192, 2.8510], [-0.2295, -1.2397, 4.4724], [1.0894, 0.4928, 5.3782], [1.9161, 2.8745, 5.0049], [1.9351, 3.7538, 2.6481], [1.5551, 2.1559, 0.7843]]
}

***

{
  "formula": "C4H12",
  "method": "wB97M-V/def2-TZVPD",
  "homo_ev": -11.5,
  "lumo_energy_ev": 1.16,
  "total_energy_ha": -159.566988,
  "charge": 0,
  "elements": ["C", "C", "H", "H", "H", "H", "H", "H", "C", "C", "H", "H", "H", "H", "H", "H"],
  "xyz": [[0.6080, -2.0595, -0.3791], [1.6717, -1.1311, -1.0280], [-0.3654, -1.9805, -0.8679], [0.9576, -3.0824, -0.4998], [0.4045, -1.8316, 0.6639], [1.4833, -0.9772, -2.0848], [1.8251, -0.2527, -0.4076], [2.6166, -1.6759, -0.9714], [-1.3939, 2.2840, 0.4671], [-0.8890, 0.9503, 0.9324], [-1.9211, 2.2560, -0.4837], [-2.1793, 2.6125, 1.1618], [-0.7035, 3.1178, 0.5343], [-0.9701, 0.6770, 1.9853], [0.1360, 0.7127, 0.6233], [-1.3429, 0.0639, 0.4630]]
}